Record 1
158
Properties=species:S:1:pos:R:3 method="wB97M-V/def2-TZVPD" e_homo_ev="0.43 / -5.95" spin_multiplicity=2 total_charge=-1 fmax_ev_per_a=3.62 homo_lumo_gap_ev="1.771 / 8.040" lumo_energy_ev="2.2 / 2.1"
C 3.73082 2.23347 2.27230
C 2.86650 3.39923 2.67058
N 2.81685 3.57603 4.14139
C 2.73937 4.99791 4.45390
C 1.48053 5.70319 3.88991
C 1.80311 2.70520 4.76765
C 1.80631 2.95375 6.27213
H 4.74558 2.41745 2.62518
H 3.86977 2.26594 1.19168
H 3.49527 1.25228 2.68446
H 3.39600 4.26941 2.28259
H 1.85444 3.30210 2.27766
H 2.86913 5.26860 5.50175
H 3.68243 5.41841 4.10473
H 0.57650 5.62687 4.49407
H 1.71399 6.76788 3.88444
H 1.27803 5.47576 2.84331
H 2.08106 1.66315 4.60954
H 0.86002 2.91216 4.26184
H 1.14108 2.34984 6.88928
H 1.45181 3.92289 6.62311
H 2.80471 2.72571 6.64535
C -2.20291 -3.36925 -1.27299
C -1.71413 -4.47373 -2.23400
N -2.24579 -5.84297 -2.03186
C -1.71200 -6.56048 -0.94403
C -1.82422 -8.08183 -1.07147
C -3.67369 -6.05260 -2.30570
C -4.07900 -5.41227 -3.63237
H -1.43044 -2.60085 -1.30386
H -2.08665 -3.69088 -0.23803
H -3.15271 -2.90422 -1.53704
H -1.82176 -4.18266 -3.27889
H -0.62624 -4.53898 -2.21571
H -0.67065 -6.25449 -0.84378
H -2.18956 -6.15431 -0.05237
H -2.71107 -8.45977 -0.56279
H -1.79879 -8.59614 -2.03217
H -0.92958 -8.52125 -0.63030
H -4.20084 -5.44923 -1.56667
H -4.01640 -7.08732 -2.31108
H -4.01707 -4.32493 -3.58810
H -5.15461 -5.51926 -3.77279
H -3.48133 -5.82165 -4.44681
C 0.10219 -4.08460 1.74020
C 0.34645 -3.99384 3.26685
N 1.01695 -2.77950 3.70000
C 2.35984 -2.61733 3.10671
C 3.32216 -3.67743 3.58161
C 0.85166 -2.66923 5.20003
C 1.11783 -1.20356 5.64946
H -0.63070 -4.88105 1.61115
H 0.92423 -4.31644 1.06299
H -0.43998 -3.19867 1.40962
H -0.62808 -3.77548 3.70355
H 0.79474 -4.94370 3.55828
H 2.37739 -2.37589 2.04394
H 2.76631 -1.70299 3.53899
H 4.25900 -3.56876 3.03515
H 3.62287 -3.69486 4.62916
H 3.03227 -4.70633 3.36843
H 1.49636 -3.28468 5.82748
H -0.18674 -2.81780 5.49625
H 0.63062 -0.41008 5.08278
H 2.18333 -1.01192 5.52269
H 0.91695 -1.09768 6.71555
C -2.36298 5.69605 3.17025
C -2.12664 4.46309 2.35600
N -2.33255 4.91564 0.97000
C -1.14436 5.38038 0.28104
C -0.26082 4.17858 -0.14752
C -3.22960 4.00085 0.26230
C -3.79860 4.57929 -1.07474
H -1.67974 6.51440 2.94311
H -2.21171 5.54011 4.23838
H -3.40151 6.02580 3.19917
H -1.08219 4.18902 2.50466
H -2.78832 3.70381 2.77287
H -0.65262 6.08149 0.95539
H -1.51060 6.03548 -0.50942
H 0.78775 4.46141 -0.24027
H -0.71650 3.70212 -1.01553
H -0.26615 3.29952 0.49695
H -2.78675 3.01041 0.15728
H -4.17420 3.98562 0.80599
H -3.06980 4.45157 -1.87513
H -4.79183 4.19522 -1.30732
H -3.95834 5.65266 -0.97247
C 5.38754 0.92817 -3.79806
C 5.16831 1.93917 -2.70528
O 6.08143 2.77221 -2.48969
C 3.74503 1.96935 -2.02365
H 6.40923 0.90530 -4.17716
H 4.84186 1.45974 -4.57766
H 4.80750 0.05217 -3.50776
H 3.90633 2.31687 -1.00320
H 3.25347 0.99783 -2.07457
H 3.06585 2.70130 -2.46076
C 1.31487 0.25535 0.62741
C 0.60410 -0.03286 -0.64268
O 1.25572 -0.56708 -1.53986
C -0.79671 0.45399 -0.85776
H 1.64440 1.27316 0.41870
H 2.15128 -0.44162 0.67962
H 0.58141 0.22864 1.43328
H -1.20586 0.30789 -1.85744
H -0.97124 1.48194 -0.54003
H -1.45758 -0.17526 -0.26161
C -4.86312 2.21724 -4.06597
C -4.14969 0.96962 -3.69648
O -3.08477 1.02031 -3.13438
C -4.64972 -0.43218 -4.24975
H -4.24531 3.05341 -3.73852
H -5.73698 2.00319 -3.45061
H -5.04603 2.35568 -5.13156
H -5.67503 -0.57676 -3.90926
H -4.10020 -1.25284 -3.78861
H -4.66822 -0.63408 -5.32074
C -1.29742 1.70676 -6.82072
C -1.40189 2.69164 -5.69316
O -2.27805 3.52575 -5.69868
C -0.34598 2.61345 -4.54748
H -0.24797 1.45039 -6.96571
H -1.66519 2.18052 -7.73089
H -1.88262 0.80593 -6.63597
H 0.66431 2.39010 -4.89031
H -0.65563 1.77807 -3.91950
H -0.28109 3.56986 -4.02867
C -2.07139 0.36814 4.27154
C -3.22547 -0.66226 4.39585
O -3.62867 -1.03898 5.52222
C -3.92925 -1.24480 3.18754
H -1.45994 0.11633 5.13805
H -2.34638 1.40757 4.45059
H -1.45058 0.23463 3.38562
H -3.85321 -2.33009 3.12072
H -3.42560 -0.86151 2.30012
H -4.95480 -0.89703 3.06339
C 3.71211 -2.80456 -0.80301
C 5.21373 -2.62457 -0.87602
O 6.00137 -3.54551 -0.71245
C 5.66400 -1.20279 -0.94143
H 3.40998 -2.48539 0.19446
H 3.53505 -3.85490 -1.03438
H 3.32179 -2.18385 -1.60953
H 4.79867 -0.62752 -1.27064
H 6.37154 -1.05698 -1.75766
H 6.06828 -0.87980 0.01792
C 1.89269 -2.53089 -5.30166
C 0.94532 -1.27683 -5.19596
O 1.21965 -0.20760 -5.71971
C -0.32975 -1.47413 -4.48715
H 1.65264 -2.94318 -6.28170
H 1.70957 -3.34580 -4.60130
H 2.91371 -2.15229 -5.25407
H -0.16951 -2.32289 -3.82229
H -1.16919 -1.72790 -5.13450
H -0.59411 -0.66585 -3.80533

Record 2
18
Properties=species:S:1:pos:R:3 method="wB97M-V/def2-TZVPD" e_homo_ev=-2.05 spin_multiplicity=1 e_above_lowest_kj_mol=602.2 total_charge=-1 fmax_ev_per_a=6.84 homo_lumo_gap_ev=4.363 lumo_energy_ev=2.3
C 0.51339 -3.60268 1.46811
O 1.77535 -4.10681 1.36213
C 0.50712 -2.00321 1.18088
C -1.19100 2.36467 0.16180
C -0.83262 1.94686 -1.03388
C -0.66229 0.95847 -2.03194
C 0.02530 3.16761 -1.04090
H 0.04898 -3.51581 2.53209
H -0.26654 -3.98529 0.69058
H 0.59154 -1.75192 0.10769
H 1.20634 -1.54550 1.89388
H -0.66271 2.07388 1.06947
H -0.41766 -1.52477 1.51985
H -0.17300 0.91242 -2.93048
H -1.41382 0.18206 -1.84189
H 0.65215 3.28612 -1.95963
H 0.83746 2.94071 -0.31860
H -0.53797 4.20317 -0.82916